Density functional theory data (wB97M-V/def2-TZVPD) for C36H34MoN10O4S2 as an isolated structure.

CARTESIAN COORDINATES (ANGSTROEM)
Mo1 0.1819 0.2885 0.4532
C1 -4.5326 2.7806 -2.5799
C2 -3.3840 3.6840 -2.1844
C3 -3.5736 5.1244 -2.5805
O1 -2.1507 3.1929 -2.7622
C4 -1.3659 2.5766 -1.7766
C5 -2.2745 2.5676 -0.5263
O2 -3.1519 3.6286 -0.7813
C6 -1.6229 2.8920 0.8399
O3 -0.6413 1.7326 1.0083
C7 -2.5738 2.7905 2.0024
C8 -3.8836 2.3574 1.8505
C9 -4.6891 2.1951 2.9710
C10 -4.1848 2.4490 4.2343
C11 -2.8729 2.8864 4.3880
C12 -2.0741 3.0656 3.2759
C13 -0.7903 4.1558 0.8234
C14 -1.4367 5.3533 1.1201
C15 -0.7480 6.5537 1.0430
C16 0.5927 6.5718 0.6859
C17 1.2422 5.3822 0.3947
C18 0.5519 4.1805 0.4559
C19 -0.9168 1.2136 -2.3635
O4 -0.0526 0.6205 -1.2368
C20 -2.0421 0.2484 -2.6376
C21 -2.6097 -0.5617 -1.6587
C22 -3.7061 -1.3598 -1.9462
C23 -4.2519 -1.3504 -3.2222
C24 -3.6932 -0.5455 -4.2035
C25 -2.5920 0.2470 -3.9174
C26 0.0743 1.3305 -3.5000
C27 0.5721 0.1500 -4.0589
C28 1.4393 0.1969 -5.1364
C29 1.8113 1.4262 -5.6735
C30 1.3335 2.6005 -5.1117
C31 0.4716 2.5588 -4.0199
H1 -4.6287 2.7574 -3.6647
H2 -5.4604 3.1628 -2.1561
H3 -4.3732 1.7600 -2.2278
H4 -3.6893 5.1994 -3.6605
H5 -2.7102 5.7093 -2.2665
H6 -4.4692 5.5231 -2.1063
H7 -0.4686 3.1719 -1.5818
H8 -2.8107 1.6163 -0.4373
H9 -4.3017 2.1695 0.8710
H10 -5.7134 1.8699 2.8499
H11 -4.8143 2.3159 5.1037
H12 -2.4813 3.0911 5.3751
H13 -1.0544 3.4134 3.3920
H14 -2.4797 5.3446 1.4045
H15 -1.2614 7.4778 1.2711
H16 1.1298 7.5094 0.6398
H17 2.2896 5.3885 0.1219
H18 1.0820 3.2658 0.2213
H19 -2.2160 -0.5928 -0.6476
H20 -4.1325 -1.9880 -1.1754
H21 -5.1062 -1.9731 -3.4501
H22 -4.1125 -0.5340 -5.2004
H23 -2.1697 0.8775 -4.6883
H24 0.2556 -0.8086 -3.6641
H25 1.8041 -0.7226 -5.5748
H26 2.4623 1.4648 -6.5370
H27 1.6072 3.5567 -5.5375
H28 0.0733 3.4851 -3.6308
N1 -0.4332 -3.1429 1.3333
C32 0.4577 -2.8962 0.3411
N2 1.1589 -3.7839 -0.3276
N3 1.8745 -3.0658 -1.1981
N4 1.6322 -1.8146 -1.0886
N5 0.7078 -1.6463 -0.0900
C33 -1.1339 -2.1453 1.9246
N6 -2.0831 -2.3137 2.7940
N7 -2.4984 -1.0587 3.1165
N8 -1.8753 -0.1600 2.5075
N9 -0.9183 -0.8043 1.6810
H29 -0.6320 -4.0992 1.5995
S1 2.3906 0.7929 1.0934
C34 3.1755 1.2074 -0.4307
N10 3.1472 0.5094 -1.5158
C35 3.8820 1.0733 -2.6569
C36 4.8039 2.1679 -2.1008
S2 4.1368 2.6182 -0.4577
H30 2.6284 -0.3970 -1.5653
H31 3.1587 1.4639 -3.3731
H32 4.4495 0.2746 -3.1305
H33 4.7917 3.0596 -2.7219
H34 5.8301 1.8334 -1.9720

Values from the calculation:
* largest force on an atom: 0.175 eV Å⁻¹
* E_HOMO: -13.93 eV
* relative energy (zero: lowest compared OMol25 entry of this formula, charge and spin): 1.531 eV
* total charge: +2
* molar mass: 830.81 g/mol
* total energy: -84484.2337 eV
* HOMO-LUMO gap: 5.158 eV
* lowest unoccupied orbital energy: -8.8 eV